Version 1
DFT (ωB97M-V/def2-TZVPD) results for a cluster of 4 separate species, C4H17NO3 in total.

Properties
orbital gap = 10.15 eV
lowest unoccupied orbital energy = 0.54 eV
total charge = 0
SMILES string = CC[C@H](C)N.O.O.O

Positions of all 25 atoms, in Å:
C1 -1.61 0.29 -1.43
C2 -0.20 -0.32 -1.25
C3 1.10 0.55 -1.03
C4 2.37 -0.31 -1.38
N1 -0.22 -1.20 -0.02
H1 -2.32 -0.38 -2.05
H2 -2.12 0.17 -0.56
H3 -1.73 1.32 -1.90
H4 -0.15 -1.05 -2.05
H5 1.11 1.49 -1.62
H6 1.12 0.91 0.04
H7 2.68 -0.89 -0.52
H8 2.35 -0.92 -2.21
H9 3.44 -0.01 -1.48
H10 -1.11 -1.67 0.08
H11 -0.18 -0.72 0.93
H12 -2.25 1.18 0.47
H13 -3.69 1.73 0.59
O1 -2.67 2.03 0.43
H14 0.80 1.19 2.21
H15 -0.27 2.14 2.79
O2 0.32 1.41 3.05
H16 1.69 -1.94 2.60
H17 0.79 -2.66 1.69
O3 0.77 -2.34 2.61

Atom charges from the Mulliken analysis, given in e for atoms 1 to 6: -1.44 0.44 0.01 -1.16 -0.64 0.37

Version 2
DFT (ωB97M-V/def2-TZVPD) results for a cluster of 5 separate species, C4H17NO3 in total.

Properties
orbital gap = 6.31 eV
lowest unoccupied orbital energy = -2.96 eV
total charge = 0

Positions of all 25 atoms, in Å:
C1 -0.17 -2.02 -2.30
C2 -0.76 -0.74 -1.77
C3 -1.57 -1.08 -0.47
C4 -0.88 -0.50 0.79
N1 -1.07 0.93 0.87
H1 -1.00 -2.64 -2.56
H2 0.51 -1.80 -3.09
H3 0.43 -2.66 -1.60
H4 -1.47 -0.33 -2.47
H5 -0.30 0.18 -1.33
H6 -1.74 -2.15 -0.46
H7 -2.54 -0.60 -0.38
H8 -1.45 -0.94 1.66
H9 0.22 -0.86 0.69
H10 -0.84 1.20 1.83
H11 -0.33 1.36 0.29
H12 0.59 1.43 4.24
H13 1.35 0.71 3.21
O1 0.54 0.61 3.73
H14 3.35 2.10 0.86
H15 2.03 1.55 0.12
O2 2.69 1.41 0.84
H16 0.50 2.78 -1.19
H17 1.13 0.15 -0.61
O3 0.80 1.92 -0.91

Atom charges from the Mulliken analysis, given in e for atoms 1 to 6: -1.50 -0.62 -0.52 -0.60 -0.60 0.42

Verdict on stability: version 1 comes out on top.